The following is a quantum chemistry calculation of a 8-piece molecular cluster, C19H39N3O13 overall in a non-equilibrium geometry, from OMol25.

CARTESIAN COORDINATES (ANGSTROEM)
C -3.903589 2.191790 1.162464
C -4.472318 1.475943 -0.052577
O -5.631566 1.719010 -0.441519
N -3.569186 0.543212 -0.903048
H -3.484277 0.974536 -1.812358
H -2.611755 0.495617 -0.584992
C -4.182209 -0.909176 -0.995662
H -2.958131 2.712565 1.010821
H -3.575580 1.457846 1.898563
H -4.580047 2.976522 1.501151
H -5.104630 -0.832975 -1.571362
H -4.291440 -1.332844 0.002663
H -3.513886 -1.586168 -1.527748
C 1.827966 -1.712395 6.301123
C 1.635250 -2.429521 4.969721
O 1.295521 -3.586264 4.865498
N 1.312772 -1.465427 3.835103
H 0.836010 -0.694649 4.280846
H 2.197453 -1.134210 3.477706
C 0.483541 -2.072342 2.695545
H 1.989459 -2.492572 7.045001
H 0.927972 -1.225373 6.676507
H 2.664037 -1.028484 6.447295
H 0.054164 -1.223113 2.163987
H -0.285938 -2.786208 2.989479
H 1.103905 -2.577710 1.955368
C 1.497045 -0.217833 -3.868697
C 0.681905 -1.427485 -4.266271
O 0.739018 -1.934508 -5.412826
N -0.477303 -1.721797 -3.324348
H -0.362145 -1.221361 -2.454624
H -1.359176 -1.374383 -3.673199
C -0.464959 -3.217370 -2.914085
H 0.810559 0.446587 -3.343913
H 1.886643 0.230949 -4.782441
H 2.363025 -0.578675 -3.313754
H -0.768095 -3.674242 -3.856142
H -1.218613 -3.342335 -2.136597
H 0.475333 -3.458474 -2.418280
C -0.752268 3.225975 -2.090891
C -1.403021 4.488230 -1.633732
O -2.639383 4.527864 -1.689447
O -0.759846 5.454163 -1.274389
H -0.595421 3.216604 -3.169511
H -1.234725 2.351062 -1.655165
H 0.296501 3.235929 -1.794083
C 4.450750 0.871989 1.269788
C 4.698854 0.285852 2.735890
O 5.780614 0.584197 3.323090
O 3.860287 -0.536896 3.128807
H 3.712254 1.671350 1.330918
H 4.049347 0.131098 0.578365
H 5.410158 1.210966 0.878973
C -3.280005 -1.840949 2.266667
C -2.984718 -3.160401 1.534120
O -3.781765 -4.133017 1.716368
O -2.067935 -3.315293 0.694355
H -2.816263 -1.026393 1.710299
H -2.859077 -1.875270 3.271531
H -4.360027 -1.711974 2.195827
C 1.343649 0.775800 0.281992
C -0.153783 0.483816 -0.004135
O -0.373462 -0.254546 -0.966597
O -1.016162 0.830115 0.843753
H 2.041273 0.740825 -0.554776
H 1.729580 0.279539 1.172431
H 1.341539 1.839965 0.517894
C 3.131023 2.631680 -2.924533
C 3.945625 2.396400 -4.217624
O 4.989228 1.834210 -4.031151
O 3.437096 2.696589 -5.354453
H 2.046305 2.525879 -2.942145
H 3.365510 3.651652 -2.619985
H 3.481533 1.946308 -2.152847

Cartesian forces, eV/Å:
0.806 -0.507 -0.484
-3.226 2.632 -0.646
4.294 -1.907 0.751
-2.038 -1.242 0.541
-0.337 0.311 -0.576
1.324 -0.073 1.266
0.506 0.999 -0.392
0.180 -0.136 -0.913
-0.459 -0.120 0.308
-0.344 -0.640 0.024
-0.039 0.135 0.443
-0.154 0.395 -0.126
0.357 0.429 0.091
0.957 -0.914 0.838
-2.778 -0.648 0.601
1.480 1.976 -0.114
-0.994 -2.567 0.088
-0.164 0.458 -0.180
2.040 1.179 -0.893
0.109 0.548 -0.550
0.077 -0.207 -0.139
-0.295 0.153 -0.685
-0.011 0.113 -0.789
-0.246 -0.019 0.147
0.163 0.354 0.508
0.406 0.081 0.486
-0.455 -1.222 -0.449
0.266 0.800 -5.135
-0.885 0.747 4.978
1.431 -1.975 0.369
0.555 1.303 1.471
-0.309 -0.351 -0.623
-1.424 1.357 -0.451
0.579 0.187 0.446
-0.021 0.117 0.032
-0.041 0.466 0.566
0.641 -0.817 0.448
-0.192 0.032 -0.063
0.144 0.045 -0.754
1.869 -0.443 0.023
-1.059 0.593 -0.248
-2.883 -1.354 -0.237
2.636 1.415 0.735
-0.835 -0.244 -0.274
-0.097 -0.141 -0.419
0.058 -0.161 0.570
0.547 -0.315 1.229
3.000 1.206 -1.501
-1.771 -0.107 -0.740
-2.543 -1.568 1.276
0.230 0.196 -0.073
0.019 -0.195 0.272
-0.220 0.302 0.042
0.496 -0.188 -1.100
-1.169 -3.133 -1.102
-0.391 1.318 1.132
1.317 1.856 -0.077
0.330 0.167 0.173
-0.437 0.100 0.111
-0.033 -0.004 0.749
-0.929 1.684 0.050
1.597 -0.418 2.351
-1.242 -1.254 -2.800
-0.068 0.261 -0.592
-0.315 -0.696 -0.099
-0.109 -0.250 -0.172
0.152 0.186 0.353
-0.047 0.304 0.227
-3.517 0.357 -1.756
3.525 -1.473 0.547
-0.066 0.136 1.133
-0.039 0.226 -0.568
-0.184 0.073 0.288
0.273 0.090 0.060

## Properties
**Gap between HOMO and LUMO**: 5.13 eV
**DFT total energy**: -51420.82682 eV
**Highest occupied orbital energy**: -2.5 eV
**Charge**: -2